[1]
{
  "formula": "C20H13Cl5CsN3OS2",
  "method": "the ωB97M-V functional and the def2-TZVPD basis",
  "symbols": ["Cs", "Cl", "C", "C", "C", "Cl", "C", "Cl", "C", "Cl", "C", "Cl", "S", "C", "C", "C", "C", "N", "C", "C", "C", "S", "C", "N", "H", "H", "O", "C", "C", "C", "C", "C", "C", "N", "H", "H", "H", "H", "H", "H", "H", "H", "H", "H", "H"],
  "coordinates": [[1.272, -0.995, -1.905], [3.200, -1.421, -4.626], [3.240, 0.312, -4.897], [2.545, 1.123, -4.012], [2.643, 2.476, -4.313], [1.804, 3.602, -3.270], [3.360, 3.002, -5.386], [3.437, 4.711, -5.691], [4.034, 2.132, -6.239], [4.935, 2.741, -7.588], [3.973, 0.765, -5.993], [4.809, -0.328, -7.056], [0.093, -3.985, -1.528], [-0.371, -4.337, 0.095], [-0.876, -5.617, 0.375], [-1.307, -6.015, 1.637], [-1.808, -7.329, 1.833], [-2.209, -8.402, 1.974], [-1.231, -5.093, 2.701], [-0.721, -3.822, 2.444], [-0.282, -3.403, 1.181], [0.325, -1.787, 1.039], [-1.659, -5.419, 4.014], [-2.008, -5.653, 5.089], [-0.931, -6.323, -0.443], [-0.654, -3.112, 3.257], [0.079, 2.759, -0.636], [-0.748, 2.805, 0.257], [-1.401, 1.582, 0.852], [-0.917, 1.312, 2.286], [-1.640, 2.125, 3.359], [-1.427, 3.636, 3.256], [-1.971, 4.218, 1.947], [-1.107, 4.012, 0.800], [-1.128, 0.733, 0.227], [-2.490, 1.691, 0.837], [0.160, 1.493, 2.335], [-1.050, 0.248, 2.484], [-1.313, 1.784, 4.345], [-2.715, 1.921, 3.297], [-0.360, 3.866, 3.324], [-1.931, 4.129, 4.095], [-2.116, 5.294, 2.048], [-2.954, 3.776, 1.753], [-0.583, 4.794, 0.444]],
  "total_charge": -2,
  "homo_energy_ha": -0.050,
  "homo_lumo_gap_ha": 0.186,
  "e_lumo_ev": 3.71
}

[2]
{
  "formula": "C4H6FNO2",
  "method": "the ωB97M-V functional and the def2-TZVPD basis",
  "symbols": ["C", "C", "F", "C", "C", "N", "O", "O", "H", "H", "H", "H", "H", "H"],
  "coordinates": [[0.518, -1.387, 1.379], [-0.014, -0.167, 0.851], [-0.548, 0.685, 1.787], [-0.079, 0.320, -0.371], [-0.675, 1.643, -0.638], [0.442, -0.410, -1.499], [0.337, 0.103, -2.597], [0.854, -1.569, -1.298], [1.544, -1.440, 1.457], [0.148, -1.515, 2.503], [0.206, -2.198, 0.587], [0.106, 2.299, -1.058], [-1.644, 1.574, -1.248], [-1.196, 2.063, 0.145]],
  "smiles": "C/C(F)=C(/C)[N+](=O)[O-]",
  "homo_energy_ha": -0.377,
  "homo_lumo_gap_ha": 0.364,
  "e_lumo_ev": -0.35
}

[3]
{
  "formula": "C25H25N3O2",
  "method": "the ωB97M-V functional and the def2-TZVPD basis",
  "symbols": ["C", "C", "C", "C", "C", "C", "C", "C", "O", "N", "C", "C", "C", "C", "C", "C", "N", "C", "C", "N", "C", "O", "C", "C", "C", "C", "C", "C", "C", "C", "H", "H", "H", "H", "H", "H", "H", "H", "H", "H", "H", "H", "H", "H", "H", "H", "H", "H", "H", "H", "H", "H", "H", "H", "H"],
  "coordinates": [[3.021, 1.669, 2.125], [3.381, 2.227, 0.780], [3.296, 3.596, 0.554], [3.640, 4.141, -0.670], [4.090, 3.321, -1.691], [4.182, 1.957, -1.483], [3.819, 1.407, -0.259], [3.930, -0.082, -0.088], [4.984, -0.660, 0.062], [2.705, -0.678, -0.137], [2.373, -2.035, -0.106], [3.321, -3.049, -0.130], [2.917, -4.373, -0.161], [1.571, -4.692, -0.178], [0.620, -3.686, -0.136], [1.003, -2.355, -0.086], [0.086, -1.273, -0.047], [-0.098, -0.669, 1.266], [-0.736, 0.708, 1.086], [-1.986, 0.582, 0.365], [-3.157, 0.791, 1.020], [-3.194, 1.144, 2.184], [-4.407, 0.614, 0.218], [-5.356, -0.312, 0.631], [-6.547, -0.443, -0.061], [-6.805, 0.364, -1.156], [-5.871, 1.304, -1.559], [-4.674, 1.430, -0.877], [-1.841, -0.091, -0.903], [-1.198, -1.468, -0.689], [3.384, 0.650, 2.239], [3.459, 2.281, 2.912], [1.940, 1.676, 2.267], [2.959, 4.240, 1.354], [3.566, 5.207, -0.824], [4.372, 3.742, -2.644], [4.538, 1.306, -2.267], [1.900, -0.083, -0.292], [4.366, -2.792, -0.134], [3.660, -5.155, -0.182], [1.256, -5.724, -0.214], [-0.428, -3.944, -0.135], [0.867, -0.581, 1.767], [-0.757, -1.288, 1.897], [-0.957, 1.162, 2.054], [-0.068, 1.363, 0.514], [-5.154, -0.925, 1.497], [-7.278, -1.170, 0.260], [-7.737, 0.266, -1.693], [-6.076, 1.943, -2.405], [-3.948, 2.170, -1.182], [-2.813, -0.207, -1.381], [-1.192, 0.512, -1.549], [-1.042, -1.958, -1.652], [-1.885, -2.081, -0.082]],
  "smiles": "Cc1ccccc1C(=O)Nc1ccccc1N1CCN(C(=O)c2ccccc2)CC1",
  "homo_energy_ha": -0.306,
  "homo_lumo_gap_ha": 0.328,
  "e_lumo_ev": 0.59
}